[1]
Here is C27H23CaF6N9O5S4 as an isolated structure from the Open Molecules 2025 dataset. Energies are from ωB97M-V/def2-TZVPD.

Computed properties:
DFT total energy = -4781.3422 Eh
Frontier orbital gap = 0.232 Eh
HOMO energy = -7.9 eV
Relative energy (zero: lowest compared OMol25 entry of this formula, charge and spin) = 130.0 kJ/mol

```
75
Properties=species:S:1:pos:R:3:mulliken_charge:R:1
Ca 0.4784 -0.7744 -0.2968 1.79
C -4.1939 -2.5319 1.1095 -0.73
S -3.2336 -1.5285 2.2459 -0.07
C -2.1541 -0.6139 1.1993 0.51
S -2.2865 -0.6023 -0.5403 -0.48
N -1.3972 0.1207 1.9753 -1.56
N -0.2735 0.7320 1.4161 1.20
C 0.1049 1.7784 2.0351 -1.83
C 1.3266 2.4970 1.6198 1.31
C 1.7374 3.6126 2.3423 -0.89
C 2.8900 4.2688 1.9426 -0.63
C 3.5809 3.7899 0.8402 -1.20
C 3.0866 2.6685 0.1866 -0.20
N 1.9841 2.0317 0.5562 0.75
H -5.1076 -2.7935 1.6399 0.40
H -3.6588 -3.4374 0.8349 0.15
H -4.4444 -1.9666 0.2155 0.29
H -0.4848 2.1679 2.8654 0.33
H 1.1621 3.9502 3.1925 0.53
H 3.2455 5.1319 2.4903 0.46
H 4.4928 4.2572 0.4973 0.46
H 3.6075 2.2586 -0.6734 0.52
C 5.6742 -0.9279 2.5366 -0.52
C 6.1141 -0.8229 1.2197 -0.65
C 5.2067 -0.6588 0.1876 -0.39
C 3.8575 -0.6003 0.4998 -0.34
C 3.4027 -0.7101 1.8029 0.26
C 4.3207 -0.8729 2.8318 -1.12
N 2.8230 -0.4469 -0.4973 1.19
N 3.2263 -0.2094 -1.6433 -0.62
C 2.2064 -0.0600 -2.6782 -0.11
C 2.6859 -0.1294 -3.9706 -0.68
C 1.7793 0.0246 -5.0087 -0.47
C 0.4532 0.2718 -4.7073 -1.04
C 0.0729 0.3506 -3.3740 -0.72
N 0.9326 0.1866 -2.3738 1.00
H 6.3915 -1.0646 3.3334 0.43
H 7.1707 -0.8809 0.9978 0.41
H 5.5297 -0.5907 -0.8408 0.48
H 2.3429 -0.6603 2.0237 0.43
H 3.9740 -0.9631 3.8514 0.46
H 3.7357 -0.3181 -4.1397 0.55
H 2.1111 -0.0402 -6.0361 0.43
H -0.2871 0.4074 -5.4819 0.47
H -0.9450 0.5653 -3.0744 0.46
N 1.0477 7.1279 0.6392 -0.31
C -0.1998 6.5959 0.5518 -0.08
O -1.1789 7.1387 1.0147 -0.62
C -0.2950 5.2720 -0.1584 0.91
C -1.3546 4.4331 0.1553 -0.57
C -1.4406 3.2063 -0.4837 -0.65
N -0.5614 2.8004 -1.3971 -0.03
C 0.4253 3.6241 -1.7198 -0.52
C 0.6080 4.8669 -1.1300 -0.55
H 1.1522 8.0015 1.1257 0.24
H 1.8631 6.6019 0.3853 0.17
H -2.0857 4.7375 0.8912 0.51
H -2.2287 2.5014 -0.2441 0.49
H 1.1231 3.2729 -2.4724 0.42
H 1.4352 5.4902 -1.4421 0.51
F -0.5697 -5.4010 -2.1358 -0.22
C -0.8615 -4.2028 -1.6473 0.53
F -1.0957 -3.3770 -2.6641 -0.19
F -1.9329 -4.2641 -0.8830 -0.14
S 0.6285 -3.5461 -0.6835 1.58
O 0.0518 -2.7863 0.4424 -0.82
O 1.2654 -2.6528 -1.6482 -0.82
N 1.5426 -4.7248 -0.2798 -0.73
S 1.0071 -5.7495 0.8836 1.07
O 1.8686 -6.8836 0.8787 -0.65
O -0.4166 -5.8979 0.8377 -0.59
C 1.3713 -4.8758 2.5094 0.65
F 2.1310 -3.7895 2.3332 -0.19
F 0.2380 -4.5147 3.0962 -0.22
F 2.0228 -5.7142 3.3062 -0.23
```

[2]
Here is an isolated molecule of CH3O4P from the Open Molecules 2025 dataset. Energies are from ωB97M-V/def2-TZVPD.

Computed properties:
DFT total energy = -682.2511 Eh
Frontier orbital gap = 0.425 Eh
HOMO energy = -11.1 eV
Relative energy (zero: lowest compared OMol25 entry of this formula, charge and spin) = 113.3 kJ/mol

```
9
Properties=species:S:1:pos:R:3:mulliken_charge:R:1
O -2.6797 -1.5223 -0.3410 -0.62
O 0.5634 1.3093 0.3891 -0.47
O -0.9038 0.2207 -1.0153 -0.35
O -1.5050 0.3230 1.0667 -0.35
C -0.8319 1.2065 0.1619 0.36
P -1.4253 -0.8727 -0.0036 0.70
H 0.9048 1.9207 -0.1927 0.32
H -1.2988 2.1850 -0.0999 0.31
H -0.5410 -1.8684 0.3028 0.10
```

[3]
Here is an isolated ion of composition C4H7N2 and charge +1 from the Open Molecules 2025 dataset. Energies are from ωB97M-V/def2-TZVPD.

Computed properties:
Total charge = +1
⟨S²⟩ = 2.02
DFT total energy = -265.6301 Eh
Multiplicity = 3
Frontier orbital gap (alpha / beta) = 0.340 / 0.227 Eh
HOMO energy (alpha / beta) = -12.7 / -14.4 eV
Relative energy (zero: lowest compared OMol25 entry of this formula, charge and spin) = 247.8 kJ/mol

```
13
Properties=species:S:1:pos:R:3:mulliken_spin:R:1
C -1.2319 0.1446 -0.8106 0.23
C 0.0331 -1.0444 -0.5455 0.17
C 0.9718 1.3880 0.2244 -0.02
C 0.1669 0.3504 -0.6840 0.76
N 0.4712 1.9779 1.2023 0.36
N 0.5221 -1.4958 0.6295 0.42
H -1.4484 -0.2897 -1.7521 0.04
H -2.1295 0.3663 -0.1638 0.03
H 0.1395 -1.5888 -1.4944 0.03
H 1.9781 1.4783 0.0450 0.01
H -0.5207 2.1743 1.2581 0.00
H 0.0138 -1.1125 1.3975 -0.01
H 1.0340 -2.3485 0.6935 -0.02
```

[4]
Here is C49H72BrClFN4O10P2Re as an isolated structure from the Open Molecules 2025 dataset. Energies are from ωB97M-V/def2-TZVPD.

Computed properties:
Total charge = +3
⟨S²⟩ = 0.75
DFT total energy = -6776.2770 Eh
Multiplicity = 2
Frontier orbital gap (alpha / beta) = 0.244 / 0.265 Eh
HOMO energy (alpha / beta) = -13.7 / -14.1 eV

```
141
Properties=species:S:1:pos:R:3:mulliken_spin:R:1
Re -0.3743 -1.1245 -0.0362 0.82
F -0.0311 5.6695 0.1434 0.00
C -0.2928 4.8755 1.1957 0.00
C -0.1798 3.5311 1.0435 0.00
C -0.4686 2.6664 2.1044 0.00
C -0.5702 1.2390 1.8811 0.03
O -0.4138 0.7866 0.7087 0.00
C -0.8825 0.4488 2.9882 0.00
C -0.9850 1.0389 4.2222 0.00
N -0.8846 2.3484 4.4575 0.00
C -0.7712 2.7227 5.8841 0.00
C -0.0687 3.9398 6.3896 0.00
C -1.5587 3.7921 6.5731 0.00
C -0.7500 3.2157 3.3620 0.00
C -0.9198 4.6010 3.4750 0.00
C -0.7418 5.4555 2.3983 0.00
N -1.0045 6.8319 2.5279 0.00
C -2.2356 7.3042 3.1454 0.00
C -1.9577 8.5019 4.0332 0.00
N -1.3305 9.5825 3.1810 0.00
C -0.0756 9.0809 2.5009 0.00
C -0.4007 7.8492 1.6727 0.00
C -1.0929 -1.0186 2.9404 0.01
O -1.4986 -1.5919 3.9147 0.00
O -0.7930 -1.6781 1.8093 0.04
H 0.1034 3.1258 0.0783 0.00
H -1.1516 0.3997 5.0774 0.00
H -0.6125 1.8322 6.4684 0.00
H 0.3078 4.6615 5.6787 0.00
H 0.5739 3.8034 7.2483 0.00
H -2.2413 4.4069 6.0013 0.00
H -1.9331 3.5484 7.5582 0.00
H -1.2096 5.0362 4.4193 0.00
H -2.7089 6.5229 3.7308 0.00
H -2.9540 7.5998 2.3660 0.00
H -1.2427 8.2530 4.8117 0.00
H -2.8646 8.8949 4.4857 0.00
H -1.1240 10.4071 3.7396 0.00
H -2.0008 9.8700 2.4679 0.00
H 0.6351 8.8368 3.2860 0.00
H 0.3294 9.8819 1.8878 0.00
H 0.5282 7.4969 1.2449 0.00
H -1.0662 8.1222 0.8424 0.00
C -2.5607 2.1068 -7.3981 0.00
C -3.0519 2.5303 -6.0129 0.00
C -2.8361 4.0459 -5.8546 0.00
C -4.5532 2.2183 -5.9155 0.00
C -2.3034 1.8059 -4.8917 0.01
C -2.6713 1.9822 -3.5733 -0.01
C -2.0225 1.3012 -2.5645 0.02
Br -2.7000 1.6766 -0.8310 0.00
C -0.9849 0.3818 -2.7968 -0.02
O -0.4719 -0.4208 -1.7740 0.07
C -0.5326 0.2783 -4.1292 0.01
C -1.2214 0.9757 -5.1184 -0.01
C 0.6542 -0.5797 -4.5851 0.00
C 1.1261 -0.1824 -5.9916 0.00
C 0.1455 -2.0345 -4.6487 0.00
C 1.8741 -0.3968 -3.6580 0.00
H -3.1291 2.6444 -8.1601 0.00
H -2.7066 1.0353 -7.5694 0.00
H -1.5034 2.3490 -7.5499 0.00
H -3.3335 4.5769 -6.6709 0.00
H -1.7701 4.2941 -5.8854 0.00
H -3.2483 4.4151 -4.9097 0.00
H -5.0893 2.7456 -6.7100 0.00
H -4.9795 2.5365 -4.9601 0.00
H -4.7386 1.1463 -6.0349 0.00
H -3.4762 2.6559 -3.3097 0.00
H -0.8877 0.8598 -6.1357 0.00
H 0.3955 -0.4364 -6.7625 0.00
H 2.0420 -0.7292 -6.2270 0.00
H 1.3479 0.8877 -6.0587 0.00
H -0.7773 -2.0791 -5.2337 0.00
H -0.0594 -2.4305 -3.6535 0.00
H 0.8697 -2.6813 -5.1468 0.00
H 1.9992 0.6564 -3.3849 0.00
H 2.7824 -0.6983 -4.1829 0.00
H 1.8001 -0.9781 -2.7437 0.00
C 6.0212 -1.8053 2.2133 0.00
C 4.6517 -1.2519 1.9016 0.00
C 4.6910 -0.1994 0.8149 0.00
O 3.8140 -2.3919 1.4328 0.00
P 2.2619 -2.4334 1.5598 0.01
O 1.6475 -1.3307 0.7233 0.03
C 1.8393 -4.0952 1.0017 0.00
P 0.9080 -4.2758 -0.5328 0.01
O 0.1569 -3.0042 -0.8570 0.00
O 1.8480 -4.8608 -1.6042 0.00
C 3.0611 -4.4639 -2.3579 0.00
C 4.0723 -3.7851 -1.4752 0.00
C 3.5665 -5.7335 -2.9934 0.00
O -0.1176 -5.4125 -0.2654 0.00
C -0.0571 -6.8327 -0.7172 0.00
C 0.8920 -7.6000 0.1754 0.00
C -1.4741 -7.3430 -0.6731 0.00
O 1.8448 -2.2879 3.0517 0.00
C 2.0071 -3.2119 4.2407 0.00
C 3.3256 -3.9641 4.2440 0.00
C 0.8243 -4.1398 4.4090 0.00
H 6.6630 -0.9992 2.5756 0.00
H 6.4686 -2.2267 1.3086 0.00
H 5.9899 -2.5810 2.9767 0.00
H 4.1871 -0.8500 2.8033 0.00
H 5.1534 -0.6103 -0.0870 0.00
H 5.2886 0.6482 1.1534 0.00
H 3.6887 0.1541 0.5644 0.00
H 1.2098 -4.5281 1.7750 0.00
H 2.7557 -4.6833 0.9262 0.00
H 2.7330 -3.7807 -3.1112 0.00
H 4.4370 -4.4531 -0.6897 0.00
H 3.6708 -2.8776 -1.0236 0.00
H 4.9241 -3.4965 -2.0919 0.00
H 3.8254 -6.4672 -2.2255 0.00
H 4.4603 -5.5174 -3.5814 0.00
H 2.8133 -6.1682 -3.6544 0.00
H 0.3082 -6.8297 -1.7407 0.00
H 0.5336 -7.5954 1.2113 0.00
H 1.9035 -7.1796 0.1427 0.00
H 0.9509 -8.6371 -0.1629 0.00
H -1.8468 -7.3591 0.3555 0.00
H -1.5012 -8.3608 -1.0697 0.00
H -2.1338 -6.7186 -1.2797 0.00
H 2.0010 -2.5013 5.0563 0.00
H 3.2567 -4.9098 3.6985 0.00
H 3.5830 -4.2013 5.2762 0.00
H 4.1366 -3.3779 3.8285 0.00
H 0.7827 -4.9141 3.6437 0.00
H -0.1180 -3.5959 4.4118 0.00
H 0.9351 -4.6464 5.3708 0.00
Cl -3.9183 -5.2748 1.0479 0.00
C -3.7539 -3.7486 0.2724 0.00
C -4.8170 -3.1517 -0.3810 0.00
C -4.5979 -1.9342 -1.0019 0.00
C -3.3537 -1.3457 -0.9427 0.00
N -2.3332 -1.9157 -0.2789 0.01
C -2.5346 -3.1157 0.3099 -0.01
H -5.7868 -3.6344 -0.4085 0.00
H -5.3913 -1.4328 -1.5395 0.00
H -3.1573 -0.4086 -1.4386 0.00
H -1.7147 -3.5776 0.8323 0.01
```

[5]
Here is C4H5ClS as an isolated structure from the Open Molecules 2025 dataset. Energies are from ωB97M-V/def2-TZVPD.

Computed properties:
DFT total energy = -1013.7370 Eh
Frontier orbital gap = 0.313 Eh
HOMO energy = -8.9 eV
Relative energy (zero: lowest compared OMol25 entry of this formula, charge and spin) = 112.3 kJ/mol

```
11
Properties=species:S:1:pos:R:3:mulliken_charge:R:1
C 0.8420 0.0267 -0.3927 -0.02
C -0.0252 -1.0792 0.2024 -0.45
C -1.1575 -0.0648 0.0220 0.14
C -0.1366 1.0714 0.2070 -0.49
H 0.7598 0.1251 -1.5320 0.26
H -0.1029 -2.0893 -0.2275 0.34
H 0.2464 -1.0917 1.2717 0.22
H 0.0104 1.4535 1.2232 0.26
H -0.3430 1.8779 -0.4874 0.28
S -2.7193 -0.1253 -0.1800 -0.32
Cl 2.6259 -0.1044 -0.1068 -0.21
```

[6]
Here is a 15-piece molecular cluster, C34H82Br2N14O19 overall from the Open Molecules 2025 dataset. Energies are from ωB97M-V/def2-TZVPD.

Computed properties:
DFT total energy = -8688.5379 Eh
Frontier orbital gap = 0.348 Eh
HOMO energy = -9.3 eV
Relative energy (zero: lowest compared OMol25 entry of this formula, charge and spin) = 41.9 kJ/mol

```
151
Properties=species:S:1:pos:R:3:mulliken_charge:R:1
C -3.6012 1.9807 3.9851 -0.58
N -3.8846 0.8630 4.9883 0.94
O -4.7222 1.0975 5.8232 -0.62
O -3.2394 -0.1191 4.9346 -0.63
H -4.0240 2.8861 4.4468 0.29
H -4.1590 1.6245 3.1237 0.10
H -2.5655 1.9403 3.8777 0.36
C -3.6216 1.6549 -3.5213 -0.57
N -3.7055 2.5197 -2.2924 0.82
O -4.7804 3.0710 -2.0898 -0.63
O -2.6696 2.7530 -1.7555 -0.24
H -3.4155 2.3684 -4.3066 0.35
H -4.6130 1.2507 -3.7877 0.31
H -2.8647 0.9230 -3.3763 -0.01
C -3.4284 4.2525 1.2480 0.21
N -2.3309 5.1495 1.7798 0.96
O -2.2557 5.3330 2.9628 -0.57
O -1.6162 5.6646 0.9069 -0.60
H -3.5680 3.3695 1.8815 -0.50
H -3.1666 3.9385 0.2180 0.08
H -4.3449 4.8851 1.3244 0.35
C 3.0766 1.3999 -5.2079 -0.30
N 4.0992 0.6963 -6.1089 0.94
O 3.7488 0.4572 -7.2596 -0.58
O 5.1683 0.4560 -5.6002 -0.54
H 3.1149 0.9135 -4.2803 -0.19
H 2.1156 1.3254 -5.7496 0.30
H 3.4130 2.4360 -5.2103 0.37
C 2.1809 4.7313 1.7297 -0.80
N 1.1142 4.1171 2.6088 0.86
O 1.0929 4.3309 3.7774 -0.61
O 0.2911 3.4710 2.0064 -0.17
H 1.9024 4.5580 0.6805 0.13
H 3.1794 4.3689 1.9215 0.25
H 2.1356 5.8152 1.9350 0.35
Br 0.9796 0.9637 4.9249 -0.11
C 2.7211 0.5464 5.7898 -0.58
C 3.4812 1.8334 6.2960 -0.54
Br 5.3417 1.2437 6.7418 -0.17
H 3.2232 -0.0710 5.0504 0.22
H 2.3934 0.0254 6.7203 0.46
H 3.0278 2.0960 7.2627 0.42
H 3.4673 2.6433 5.5959 0.30
C -4.6434 -0.5216 -0.7777 -0.11
C -5.0172 -0.1764 0.6296 0.19
O -4.9633 0.9354 1.0841 -0.66
N -5.5317 -1.2893 1.2814 -0.01
C -6.1186 -1.1660 2.6247 -0.82
H -4.4934 -1.5950 -0.8854 0.38
H -3.7145 -0.0657 -1.0277 -0.55
H -5.4498 -0.2707 -1.4722 0.31
H -5.2682 -2.1884 0.9533 0.33
H -6.9354 -0.3991 2.5752 0.27
H -5.4588 -0.7235 3.4062 0.12
H -6.4152 -2.1382 2.9676 0.39
C -0.6284 -3.3526 -0.9822 0.94
C 0.0458 -4.4735 -0.0944 0.08
O 1.2171 -4.4088 0.3469 -0.74
N -0.7293 -5.4659 0.3294 -0.05
C -2.1052 -5.8210 -0.1971 -0.82
H -1.0454 -2.6229 -0.2500 -0.37
H -1.4800 -3.6569 -1.5311 0.64
H 0.0993 -2.8905 -1.6475 -0.86
H -0.2282 -6.0501 0.9637 0.29
H -2.8217 -5.0376 0.0127 0.19
H -2.4522 -6.7238 0.3218 0.32
H -2.0346 -6.0392 -1.2573 0.33
C 0.3878 0.6569 -3.1586 -0.93
C -0.4961 0.2801 -1.9747 0.91
O -1.5504 -0.2588 -2.1438 -0.69
N 0.0108 0.5064 -0.7395 1.63
C -0.8801 0.3507 0.4196 0.52
H 1.3920 0.9705 -2.8339 -0.45
H -0.1166 1.4802 -3.6482 0.64
H 0.4776 -0.1544 -3.8733 0.22
H 0.8424 1.1059 -0.7268 -0.49
H -1.8973 0.3889 -0.0123 -0.62
H -0.7687 1.1580 1.1667 0.18
H -0.7360 -0.6897 0.7831 -0.37
C 3.1166 -1.4132 -1.5450 0.63
C 3.1333 -1.9172 -2.9859 0.10
O 2.0773 -2.0078 -3.6138 -0.73
N 4.3640 -2.2260 -3.5748 -0.08
C 4.2975 -3.0024 -4.8174 -0.75
H 2.7521 -0.4029 -1.5120 -0.76
H 4.1220 -1.3558 -1.1414 0.60
H 2.4363 -2.0549 -0.9376 -0.46
H 5.1963 -2.2677 -2.9826 0.26
H 3.6861 -2.4296 -5.5182 0.19
H 3.8640 -4.0042 -4.5622 0.30
H 5.2772 -3.1853 -5.2632 0.37
C -2.3267 -2.8333 -4.8747 -0.73
C -1.4306 -3.9594 -4.3680 0.81
O -1.9083 -5.0223 -3.9788 -0.67
N -0.0974 -3.7443 -4.4284 0.04
C 0.8824 -4.7776 -4.1528 -0.60
H -2.2072 -1.8543 -4.3592 -0.17
H -3.4053 -3.1024 -4.7734 0.32
H -2.1344 -2.5549 -5.9034 0.38
H 0.2861 -2.8209 -4.2954 0.30
H 1.7795 -4.2356 -3.9067 -0.14
H 0.9598 -5.4264 -4.9856 0.43
H 0.6892 -5.4650 -3.3320 0.24
C 1.5039 -2.2857 2.5973 0.00
C 2.9591 -2.2739 2.3653 0.17
O 3.5663 -1.2393 2.5537 -0.78
N 3.5622 -3.4007 2.0050 -0.08
C 5.0075 -3.4169 1.6964 -0.81
H 1.1159 -3.2709 2.8685 0.42
H 0.9649 -1.9782 1.6834 -0.26
H 1.2750 -1.5390 3.3627 0.08
H 3.0584 -4.2484 1.8667 0.24
H 5.1649 -2.7797 0.8513 0.16
H 5.3533 -4.3916 1.3777 0.38
H 5.6376 -3.0095 2.5200 0.26
C 0.8415 4.6640 -2.5937 -0.45
C 1.2420 5.8428 -1.7471 0.42
O 2.4213 6.2500 -1.7429 -0.72
N 0.3057 6.5657 -1.1215 -0.12
C 0.7049 7.5335 -0.1563 -0.78
H 1.6639 4.5873 -3.2854 0.18
H -0.1286 4.9403 -3.0068 0.47
H 0.6850 3.7784 -2.0062 -0.05
H -0.5481 6.1166 -0.7956 0.43
H 1.5082 7.2488 0.5566 0.11
H -0.1742 7.8668 0.4153 0.32
H 1.1615 8.3620 -0.6764 0.38
C 4.6405 2.1582 -1.5195 -1.32
C 3.6675 2.0642 -0.3876 0.55
O 2.4549 1.9281 -0.6207 -0.69
N 4.1235 2.1087 0.8538 0.07
C 3.3547 1.6342 1.9992 -0.63
H 5.5965 2.7309 -1.3932 0.44
H 4.0989 2.5603 -2.3431 0.14
H 4.9084 1.1326 -1.9074 0.25
H 5.1181 2.0701 0.9686 0.22
H 3.7643 0.6410 2.2631 0.48
H 2.3032 1.6863 1.7939 0.07
H 3.5507 2.3290 2.8306 0.11
C -2.4108 -2.1038 2.4553 0.59
C -3.2741 -3.1519 3.0461 -0.12
O -3.9021 -4.0083 2.4015 -0.68
N -3.4656 -3.0391 4.3942 -0.01
C -4.3453 -3.9190 5.1225 -0.87
H -1.3576 -2.2523 2.7322 0.54
H -2.8202 -1.1172 2.7294 0.08
H -2.3924 -2.1605 1.3964 -0.51
H -3.1839 -2.1381 4.7972 0.31
H -4.4247 -3.6167 6.1821 0.36
H -4.1127 -5.0172 5.0604 0.25
H -5.3386 -3.7957 4.7424 0.28
```